This record from the Open Molecules 2025 dataset describes the ion C5H6N with charge +1 in a non-equilibrium geometry. The level of theory is ωB97M-V/def2-TZVPD.

Geometry (Å):
C: -0.314 -1.313 -2.102
C: 0.526 -0.301 -2.115
C: -0.024 0.829 2.222
C: 0.311 0.901 0.936
C: -0.267 -0.248 0.304
N: 0.008 -0.651 -0.947
H: -0.840 -2.202 -2.338
H: 1.033 0.498 -2.734
H: 0.181 1.611 2.936
H: -0.621 -0.044 2.492
H: 0.881 1.742 0.447
H: -0.876 -0.822 0.899

Output
- Lowest unoccupied orbital energy: -4.52 eV
- Frontier orbital gap: 9.05 eV
- SMILES: C=CC=[N+]1C=C1
- Charge: +1
- ΔE to the lowest compared entry with this formula, charge and spin: 478.7 kJ/mol
- Total energy: -248.4334 a.u.
- HOMO energy: -13.57 eV
- Spin multiplicity: 1

Quick look at the natural (NBO) charges, all values in e: C 0.0908; C 0.0797; C -0.2207; C -0.3000; C 0.1112; N -0.2603; H 0.2854; H 0.3023; H 0.2349; H 0.1964; H 0.2597; H 0.2207